Molecular formula: C33H29Br2CsN11O3S2
Method: DFT, the ωB97M-V functional and the def2-TZVPD basis

Computed properties:
energy above the lowest of the compared OMol25 structures with the same formula, charge and spin = 41.9 kcal/mol
HOMO-LUMO gap = 5.9 eV
charge = -1
HOMO level = -4.384 eV
lowest unoccupied orbital energy = 1.55 eV

XYZ file:
```
81
Properties=species:S:1:pos:R:3:forces:R:3
Cs -1.156 -0.101 1.030 0.7 0.2 -0.8
C 3.796 -3.225 -3.286 0.1 0.0 -0.1
C 2.809 -2.521 -2.394 0.1 -0.1 0.0
N 2.734 -1.262 -2.241 -0.3 0.0 0.3
N 3.618 -0.484 -2.901 0.4 -0.3 -0.3
C 3.546 0.876 -2.853 0.0 0.3 0.0
N 4.621 1.498 -3.408 0.1 -0.3 -0.1
S 2.307 1.726 -2.198 -0.3 0.1 0.1
C 1.848 -3.342 -1.610 -0.3 -0.2 -0.1
C 1.120 -4.349 -2.249 0.1 0.1 0.1
C 0.205 -5.075 -1.508 0.0 0.0 0.1
C 0.069 -4.787 -0.160 0.0 0.0 0.1
C 0.840 -3.771 0.392 -0.1 -0.1 -0.1
N 1.706 -3.056 -0.320 0.2 0.2 0.1
H 3.769 -2.835 -4.309 0.0 0.0 0.0
H 3.595 -4.292 -3.327 0.0 0.0 0.0
H 4.816 -3.108 -2.907 0.0 0.0 0.0
H 4.405 -0.922 -3.362 0.0 0.1 0.0
H 5.348 0.993 -3.887 0.0 0.0 0.0
H 4.563 2.492 -3.526 0.0 0.0 0.0
H 1.249 -4.527 -3.308 0.0 0.0 0.0
H -0.396 -5.846 -1.973 0.0 0.0 0.0
H -0.619 -5.332 0.473 0.0 0.0 0.0
H 0.741 -3.511 1.439 0.0 0.0 0.0
C -0.403 -1.131 -3.510 0.1 0.0 0.1
C -1.863 -0.780 -3.527 0.1 0.0 -0.1
C -2.608 -0.847 -4.723 -0.2 0.1 0.1
C -3.923 -0.467 -4.710 0.2 -0.1 0.0
C -4.505 -0.020 -3.507 -0.3 0.1 -0.1
C -5.850 0.430 -3.380 0.2 0.0 0.2
Br -7.004 0.438 -4.891 -0.1 0.0 -0.1
C -6.321 0.871 -2.175 -0.1 0.0 -0.2
C -5.514 0.880 -1.035 0.0 -0.1 -0.1
Br -6.259 1.506 0.590 0.0 0.0 0.1
C -4.191 0.424 -1.033 0.3 -0.2 -0.6
O -3.412 0.368 -0.056 -1.0 0.3 0.3
C -3.689 -0.011 -2.357 -0.2 0.1 0.1
N -2.394 -0.383 -2.394 0.1 -0.1 0.0
H -0.122 -1.724 -4.382 0.0 0.0 0.0
H -0.161 -1.691 -2.608 0.0 0.0 0.0
H 0.214 -0.228 -3.490 0.0 0.0 0.0
H -2.130 -1.193 -5.631 0.0 0.0 0.0
H -4.523 -0.502 -5.610 0.0 0.0 0.0
H -7.340 1.224 -2.086 0.0 0.0 0.0
O -0.378 -1.026 3.379 0.4 -0.7 0.8
N -0.195 -2.279 3.343 -0.1 0.4 0.5
C -0.226 -2.892 4.533 0.1 0.5 -1.0
C -0.037 -4.280 4.549 0.1 -0.9 0.1
N 0.115 -5.423 4.556 0.0 0.0 0.0
C -0.463 -2.137 5.695 -0.1 0.4 0.7
N -0.673 -1.453 6.598 0.0 0.0 0.0
C 0.939 1.704 4.816 0.0 0.1 0.0
C -0.431 2.276 4.520 0.2 -0.1 0.0
N -1.465 1.555 5.014 -0.1 0.0 -0.1
O -0.591 3.319 3.904 0.0 0.0 0.0
H 1.137 1.746 5.888 0.0 0.0 0.0
H 1.685 2.286 4.282 0.0 0.0 0.0
H 0.979 0.659 4.512 0.0 0.0 0.0
H -1.316 0.604 5.321 0.0 0.0 0.0
H -2.386 1.827 4.712 0.0 0.0 0.1
S 2.512 6.349 2.399 0.0 0.0 0.0
C 1.886 4.809 1.767 -0.2 -0.1 -0.1
C 0.574 4.705 1.342 0.0 0.0 0.1
C 0.125 3.471 0.884 -0.1 0.2 0.0
N 0.891 2.393 0.800 -0.2 0.0 0.1
C 2.150 2.507 1.213 0.2 -0.1 0.0
C 2.691 3.676 1.714 0.0 0.1 0.0
C 3.763 6.645 1.178 0.3 0.0 -0.1
C 5.087 6.811 1.566 -0.1 0.1 0.0
C 6.041 7.069 0.590 0.0 0.0 0.3
N 5.771 7.153 -0.703 0.1 0.0 -0.2
C 4.503 6.986 -1.066 -0.2 0.0 -0.1
C 3.469 6.743 -0.179 0.0 -0.1 0.1
H -0.101 5.547 1.389 0.0 0.0 0.0
H -0.906 3.362 0.564 0.0 0.0 0.0
H 2.759 1.613 1.129 0.0 0.0 0.0
H 3.721 3.705 2.045 0.0 0.0 0.0
H 5.372 6.739 2.606 0.0 0.0 0.0
H 7.079 7.201 0.880 0.0 0.0 0.0
H 4.292 7.054 -2.128 0.0 0.0 0.0
H 2.458 6.618 -0.544 0.0 0.0 0.0
```
Positions in Å, forces in eV/Å.

Atomic partial charges in e from the Löwdin method, atoms 1 to 6: 1.15, -0.03, -0.28, 0.11, -0.04, -0.92